No. 1
Computed, not measured: 3 unconnected molecules or ions with the total composition C18H15N3O6 in a non-equilibrium geometry, with wB97M-V/def2-TZVPD.

Values from the calculation:
Kohn-Sham gap (eV): 9.22
HOMO energy (eV): -10.107
Structure (SMILES): O=[N+]([O-])c1ccccc1.O=[N+]([O-])c1ccccc1.O=[N+]([O-])c1ccccc1
Total energy (eV): -35654.832
ΔE to the lowest compared entry with this formula, charge and spin (eV): 1.450

ORCA input file:
```
! wB97M-V def2-TZVPD RIJCOSX def2/J DEFGRID3
* xyz 0 1
C 10.76972 13.27695 -8.42251
H 10.11427 11.71540 -11.29495
H 6.62716 22.95306 -10.63148
C 9.00645 14.45610 -9.54033
C -0.98600 20.57812 -13.92674
C 0.09898 18.06649 -13.30794
O 10.80315 15.18223 -6.44428
O 1.67522 16.49819 -12.59195
H -1.46038 21.54331 -14.02566
C 7.63027 21.97808 -12.34231
N 10.15590 15.44869 -7.44209
C 6.98989 24.27945 -13.72274
N 0.57000 16.67278 -13.10338
C -1.26768 18.20556 -13.52522
C 0.90250 19.21895 -13.48666
C 9.91987 12.38321 -10.46873
H 11.54646 11.54570 -9.54731
H 8.00368 21.14878 -11.75987
C 10.80921 12.32562 -9.42647
C 9.03019 13.47592 -10.59396
O 8.99630 22.61095 -16.19859
H 1.06629 21.25612 -13.74202
C 9.90834 14.38711 -8.42769
H 8.68569 21.41650 -14.08771
O 9.71490 16.56579 -7.62950
C 6.57721 24.13313 -12.36750
O -0.05717 15.73056 -13.48317
C 8.09937 22.19624 -13.62444
H -1.96803 17.38343 -13.52255
C 7.78472 23.32537 -14.31251
C 0.35951 20.44295 -13.81704
C -1.80800 19.47004 -13.87399
O 8.04159 24.56297 -16.27912
H -2.87830 19.55897 -13.98780
H 1.96303 19.23244 -13.28300
C 6.91143 22.98248 -11.67296
H 8.30622 13.54955 -11.39199
N 8.29913 23.49832 -15.65107
H 11.51115 13.24616 -7.63783
H 6.00626 24.92082 -11.89851
H 8.32628 15.28359 -9.67836
H 6.73661 25.19305 -14.24001
*
```

No. 2
Computed, not measured: a molecular structure, C18H15NO4RuS in a non-equilibrium geometry, with wB97M-V/def2-TZVPD.

Values from the calculation:
Kohn-Sham gap (alpha / beta) (eV): 6.90 / 2.47
HOMO energy (alpha / beta) (eV): -17.477 / -17.550
Total energy (eV): -41971.255
ΔE to the lowest compared entry with this formula, charge and spin (eV): 0.000

ORCA input file:
```
! wB97M-V def2-TZVPD RIJCOSX def2/J DEFGRID3
* xyz 3 6
C 3.94049 -1.05221 0.74439
H -5.55246 -1.44848 -2.69789
H 2.62227 -3.86355 2.17061
C 0.66198 -1.50434 -1.72707
H 4.55121 -3.11883 0.76063
H 0.68240 3.29130 -1.64952
H -4.13322 0.47845 -3.51389
H 1.85162 5.23226 2.04601
H 3.08587 0.93248 0.89350
C -1.63339 -2.51048 -3.09588
C -2.27504 0.06592 0.15496
O 1.59725 -0.82897 -1.88389
H 4.78037 -0.72214 0.13206
C -5.44226 -0.48659 -2.15854
C 2.73009 -2.81530 1.88827
C 1.29395 3.16717 2.18429
C -1.72127 -4.02118 -0.66340
C 1.77108 -1.89716 2.29310
C 2.98544 -0.12127 1.15011
H 0.34510 1.15695 -0.40029
S 0.59369 0.54282 2.39597
H -2.20093 -1.65183 1.02633
H -6.05517 -0.39458 -1.26336
O -2.52024 1.21720 0.07399
H -4.60046 1.44758 -1.97225
C 1.87816 -0.55135 1.88957
O -2.33768 -4.92000 -0.24659
C 3.81110 -2.39505 1.10458
C 1.51904 4.35410 1.49189
H 1.46149 5.34108 -0.43669
C 0.89729 2.01356 1.48890
C 1.30355 4.40686 0.10782
C 0.87624 3.26238 -0.57662
Ru -0.91877 -2.47740 -1.39934
C 0.67961 2.06158 0.10852
O -2.18420 -2.46661 -4.13279
H 0.91764 -2.20233 2.89763
H 1.41980 3.08453 3.26124
N -1.96083 -1.14900 0.14710
C -4.72079 0.54241 -2.59348
*
```

No. 3
Computed, not measured: a molecular structure, C18H16AsF5O8P2PdSTe, with wB97M-V/def2-TZVPD.

Values from the calculation:
Kohn-Sham gap (eV): 5.30
HOMO energy (eV): -2.655
Total energy (eV): -149927.735
ΔE to the lowest compared entry with this formula, charge and spin (eV): 0.662

ORCA input file:
```
! wB97M-V def2-TZVPD RIJCOSX def2/J DEFGRID3
* xyz -2 1
F -4.22720 -2.17177 -1.36162
O -0.85898 4.36442 -1.26642
As 0.41126 0.08734 2.57951
S 2.92469 0.73126 0.29827
H 1.09584 -4.87201 3.52334
C -0.25245 1.03357 5.22782
C 2.75178 0.16743 4.35882
H -0.74068 -2.07382 0.68316
O -2.21937 -0.15185 -2.86043
C 0.39776 -3.67083 0.47411
C -1.76004 0.07809 6.83872
H -2.28989 0.13663 7.78166
F -2.94810 -3.37720 -3.74465
H -2.60630 -1.81486 6.28792
H -4.09244 -0.27858 -1.08678
H -0.78974 1.98138 7.07106
P -2.21199 0.54297 -1.55326
C 0.58244 -4.59647 1.47072
H 6.01966 0.90858 3.95136
H 1.03980 -2.51742 4.14227
O -1.91732 2.13380 -1.62714
Pd 0.70101 0.37960 -0.17978
O 0.25114 2.75451 -2.87018
C -0.38182 -0.07969 4.39417
F -3.70797 -4.58975 -1.71105
C 4.07539 0.37425 4.70835
H 0.58468 -5.65371 1.24315
H 2.04731 -0.10131 5.13486
H 0.28066 -3.95138 -0.56686
C -0.91888 1.10957 6.44062
C -1.93169 -1.01555 6.00489
F -2.31724 -3.54626 0.09684
H 4.39287 0.26770 5.73846
C 0.85937 -4.14513 2.75261
F -1.18908 -4.56035 -2.01690
P -0.45470 2.82608 -1.57748
O 0.18948 2.34817 -0.28931
C 4.97813 0.72727 3.70964
C 0.39756 -2.23391 0.75228
C -1.25202 -1.09091 4.79412
C 3.21796 0.61843 2.01707
O 1.06828 -1.54662 -0.21693
H 5.26297 1.11217 1.62788
C 4.55515 0.84522 2.40364
H -0.63249 4.86363 -2.05830
C 2.30539 0.29579 3.04343
H -1.42668 -1.94395 4.15136
H 0.38633 1.85622 4.92253
C 0.84099 -2.78826 3.11249
Te -2.55259 -3.10085 -1.84953
O -3.69946 0.60107 -0.95383
C 0.58257 -1.83457 2.16938
O -1.31483 0.00285 -0.44189
*
```

No. 4
Computed, not measured: a molecular structure, C18H16AsN6O8S3V in a non-equilibrium geometry, with wB97M-V/def2-TZVPD.

Values from the calculation:
Kohn-Sham gap (alpha / beta) (eV): 5.14 / 5.25
HOMO energy (alpha / beta) (eV): -2.777 / -2.890
Total energy (eV): -163280.061

ORCA input file:
```
! wB97M-V def2-TZVPD RIJCOSX def2/J DEFGRID3
* xyz -1 2
C 2.93353 0.16415 0.62869
H 0.61127 0.16193 7.63035
C -1.70698 -3.97828 -2.68260
H -1.39981 -4.79934 -2.04472
O -0.00407 0.24026 -2.56135
H -1.93912 2.68559 -1.35189
S 4.56474 0.30689 0.00361
C 0.36312 -0.62057 4.33821
O -0.96048 1.77242 0.73751
C -0.24799 1.68767 4.72239
O -0.09251 -4.17652 -0.09402
C -1.41873 -2.68296 -2.25227
H 3.23575 -1.46967 1.76796
O -0.07232 -0.22382 1.63693
C 2.68183 1.69714 -0.94275
H -1.38677 -1.56459 1.23550
H 0.48439 -1.45823 3.66571
O 0.63346 -1.44201 -0.46294
C -0.05698 0.61619 3.83089
S -1.45539 0.12009 -2.75857
C 1.82315 2.58597 -1.69406
C 4.00708 1.48797 -1.12801
H 4.65640 1.93945 -1.85605
N -1.57812 3.39286 -1.98900
As -0.51357 -2.66217 -0.49415
C -0.00527 1.51369 6.06799
C -2.43836 -1.88041 -4.28361
O -1.80979 -2.01683 0.49612
V -0.10636 0.44707 -0.35259
N 0.49669 2.52316 -1.36983
H -0.15360 2.35244 6.73742
O -2.04653 0.46098 -1.45966
H -2.56361 -5.25708 -4.17166
H 0.92224 -1.73578 6.05979
N 2.06185 0.95628 0.04144
O -1.98173 0.85007 -3.89080
H -3.23755 -3.33767 -5.63167
C -1.78912 -1.62914 -3.08296
N 2.68000 -0.63717 1.67105
C 0.59919 -0.77028 5.69090
N -0.29920 0.77507 2.49039
H -0.57923 2.63998 4.33550
N -0.79549 1.88862 1.98306
C -2.73060 -3.17297 -4.68969
C 2.13760 3.42581 -2.71644
C -2.35678 -4.23522 -3.87978
H -2.70912 -1.04074 -4.90723
S 0.69246 4.17354 -3.31241
C -0.23176 3.27347 -2.13221
C 0.42315 0.28816 6.57228
H -2.10887 3.45912 -2.84545
H 3.09935 3.62550 -3.15376
H 1.66855 -0.72007 1.84843
*
```

No. 5
Computed, not measured: a molecular structure, C18H16BCrF4N4S, with wB97M-V/def2-TZVPD.

Values from the calculation:
Kohn-Sham gap (alpha / beta) (eV): 5.85 / 6.81
HOMO energy (alpha / beta) (eV): -3.625 / -4.789
Total energy (eV): -75698.662
ΔE to the lowest compared entry with this formula, charge and spin (eV): 0.310

ORCA input file:
```
! wB97M-V def2-TZVPD RIJCOSX def2/J DEFGRID3
* xyz -1 5
C -1.81084 -0.74300 4.38939
N -0.19454 -0.54128 -1.38056
H 0.71214 2.25382 -4.01016
Cr 0.96685 1.23087 -0.91241
C 0.21607 2.49936 -3.08463
H -0.83490 -3.97270 4.11303
C -1.67819 -2.11897 -0.37358
C -0.51316 -2.45278 2.63627
H -1.44688 0.77868 2.91563
C -1.07469 2.09477 -2.69576
N 2.87885 2.01669 2.99864
C -0.20441 -0.59566 0.98792
C -0.16338 3.28935 -0.97504
H -2.75436 -3.37534 -1.73338
H 1.73191 3.76404 -2.05597
H -2.12155 -2.53472 0.51960
C 2.26665 1.60347 1.84252
F 4.00419 -0.47667 -3.98365
C 0.76717 3.27956 -2.04504
C -0.68886 -1.11920 2.28919
H -2.18724 2.37892 -0.79438
H -1.73884 1.45812 -3.26116
H -0.01369 -0.53250 -3.42311
F 1.83610 0.02597 -4.56811
C -1.63761 -2.08080 4.72877
C -0.98495 -2.93263 3.85208
B 2.67265 -0.60566 -3.61982
H 2.34907 1.86503 3.84136
H -1.64630 -2.39736 -3.74811
C -1.30305 2.56173 -1.39023
H -0.05573 3.82475 -0.04292
H 0.00798 -3.11583 1.95628
H -2.31403 -0.07268 5.07504
F 2.29452 -1.95027 -3.50388
C -0.51173 -1.00269 -2.58661
F 2.46577 0.01933 -2.34129
C -1.33615 -0.26499 3.18068
N 1.27580 0.75538 2.04422
C -1.42064 -2.03590 -2.75496
S 2.84240 2.17651 0.33563
N 0.71747 0.30636 0.88502
H 3.38632 2.88177 2.93177
C -0.72668 -1.10812 -0.28260
C -2.02385 -2.58209 -1.63249
H -2.00568 -2.45265 5.67684
*
```

No. 6
Computed, not measured: C18H16BFN4O3 in the gas phase in a non-equilibrium geometry, with wB97M-V/def2-TZVPD.

Values from the calculation:
Kohn-Sham gap (eV): 8.74
HOMO energy (eV): -8.588
Structure (SMILES): O=C(Nc1ccc(F)cc1)c1cnc(NCc2cccc(B(O)O)c2)nc1
Total energy (eV): -34425.938
ΔE to the lowest compared entry with this formula, charge and spin (eV): 0.000

ORCA input file:
```
! wB97M-V def2-TZVPD RIJCOSX def2/J DEFGRID3
* xyz 0 1
C 1.46696 -4.30015 -2.08621
H 0.75103 -3.48264 -3.89525
H 0.44065 -5.72330 -4.99504
H 1.95729 -5.40571 -0.35291
C 0.96712 -4.38600 -3.37205
H 1.47927 0.72602 -2.54865
H 2.07286 -1.70160 0.87338
C 1.68029 1.44106 0.58997
C 1.39739 -6.71663 -1.95708
C 0.76629 -5.63003 -3.95743
H -4.18440 4.89935 2.28562
N 1.58972 -3.08451 -1.34367
C 0.91443 -6.79541 -3.26240
C 1.58340 0.59066 -1.47294
C -1.10621 5.27856 1.00594
H -2.78762 6.56453 1.15197
H -0.85714 2.25206 2.36286
H 1.63802 -7.62399 -1.46322
O -2.87389 1.17525 3.41429
H 0.93599 3.77542 -0.08661
C -1.29630 3.18367 2.08581
N 1.55641 1.65498 -0.71607
C 1.91716 -0.74555 0.42176
C -2.65888 3.40528 2.27753
C 1.65917 -5.47148 -1.36926
C -0.50175 4.08917 1.38890
C 0.94940 3.81408 0.99202
O 1.47703 -1.58833 -3.08034
C -3.19067 4.65338 1.99442
B -3.56212 2.33641 2.99319
C 1.55219 -1.78933 -1.88036
H -0.45272 5.96502 0.50210
O -4.89185 2.60091 3.24242
C 1.73161 -0.66581 -0.95498
H -5.40060 1.94844 3.75015
N 1.57614 2.56706 1.39425
H 1.76320 -3.23266 -0.36889
F 0.58232 -8.01951 -3.80298
C -2.39122 5.58971 1.37169
H -3.40809 0.48616 3.93716
N 1.89269 0.29009 1.22871
H 1.59517 4.64737 1.29216
H 1.67023 2.42799 2.41005
*
```

No. 7
Computed, not measured: a molecular structure, C18H16BrClINO10PtSe, with wB97M-V/def2-TZVPD.

Values from the calculation:
Kohn-Sham gap (alpha / beta) (eV): 7.15 / 7.12
HOMO energy (alpha / beta) (eV): -3.187 / -3.162
Total energy (eV): -200150.148
ΔE to the lowest compared entry with this formula, charge and spin (eV): 0.000

ORCA input file:
```
! wB97M-V def2-TZVPD RIJCOSX def2/J DEFGRID3
* xyz -2 3
Br 3.72452 -3.93113 -3.10837
H 2.57168 2.81342 -1.97151
C -2.88175 1.05867 -1.86349
C 0.49455 2.40281 -1.68703
H -2.58739 0.00763 -1.90719
C 0.34993 3.25354 -0.46101
C 1.82264 -0.75349 -0.24676
C -1.63446 -1.10656 3.91784
O 1.99466 -2.09248 3.12407
H -1.31123 0.27041 -3.62966
O -2.74000 -1.25248 3.11484
C 0.75431 0.73123 -3.91456
H -0.27836 2.75821 0.27758
C -1.73249 0.18683 4.75495
N -1.57565 -2.18515 4.87383
O -1.76470 1.86085 -1.48809
C 3.77160 -1.83685 -1.16362
H -0.13023 4.20559 -0.70222
H -0.66052 -2.13516 5.32098
O 1.01313 -0.91827 5.31339
C -0.47381 0.85120 -3.27443
H 4.84611 -1.94664 -1.22460
Se 1.27917 -0.75348 3.69658
C 1.70458 2.28559 -2.34671
O 1.34122 0.20273 0.55896
O -5.08712 1.62019 -1.23412
C 1.82968 1.45732 -3.45100
C -3.99889 1.21918 -0.83417
O -0.98186 -0.49103 -0.30505
C -0.60772 1.68074 -2.16613
I -1.65553 1.88735 3.46502
C 0.99166 -1.58646 -1.01284
C -0.51641 -1.48845 -0.98647
O -0.52610 -1.07446 3.02383
H 1.32365 3.45445 -0.01714
H -2.70094 0.22077 5.24139
H -0.90936 0.28135 5.45621
H -1.60966 -3.04228 4.33055
H -3.26881 1.39751 -2.82794
Pt -2.30914 -0.20253 1.44635
H 0.35562 0.18025 0.42374
O -3.74967 0.89544 0.37935
H 3.82602 -0.26304 0.29627
H 0.86762 0.06467 -4.75824
C 1.57110 -2.53060 -1.85449
C 3.21014 -0.89962 -0.32356
C 2.94069 -2.64227 -1.93014
H 0.91142 -3.16034 -2.43560
O -1.18941 -2.26821 -1.64476
Cl 3.38552 1.31305 -4.24484
*
```

No. 8
Computed, not measured: a molecular structure, C18H16BrNO8RuSTe in a non-equilibrium geometry, with wB97M-V/def2-TZVPD.

Values from the calculation:
Kohn-Sham gap (alpha / beta) (eV): 6.96 / 6.73
HOMO energy (alpha / beta) (eV): -4.706 / -5.234
Total energy (eV): -127549.560

ORCA input file:
```
! wB97M-V def2-TZVPD RIJCOSX def2/J DEFGRID3
* xyz -1 6
C 0.59275 -0.36003 -3.58534
H -4.32268 1.52761 1.79735
Br -7.66297 -0.58902 4.86039
C 2.04638 1.05578 -0.43361
H 2.40054 -1.28970 -2.83438
S -2.26584 1.61139 -4.73270
H 0.03710 0.17725 -5.47933
N 0.04934 -0.66535 -4.91254
H 2.65714 0.32981 -3.48317
H -4.72374 -0.60544 -3.34761
H 0.72466 -2.61793 -5.06473
C -4.04413 -1.57727 3.10408
C 1.61590 0.41987 1.22884
O 3.22580 1.20646 -0.55750
C -2.57674 -0.44732 1.39788
O 0.49198 -1.95305 -1.71260
C -6.03804 -0.51336 3.85871
C -4.06577 -0.02993 -3.97486
C -4.03678 -0.11227 -5.38120
H 0.36060 0.67450 -3.31352
Ru -0.85885 -0.44736 -0.73907
H 2.77531 -0.45894 -5.70189
C -3.11023 0.70993 -5.93419
O 1.01909 1.18601 -1.07411
H -3.38408 -2.43050 3.06572
H -2.88192 0.86075 -6.97052
O 0.80260 -0.46417 1.07951
C -0.09498 -1.29843 -2.57999
O -1.32488 -1.73863 -3.00893
H -6.41597 1.47468 3.15284
H 0.87255 -1.67367 -6.56500
H -4.67499 -0.76073 -5.95544
C -3.15922 0.84870 -3.45457
C 0.97425 -1.63733 -5.48072
C -3.73828 -0.44763 2.35549
C -5.19675 -1.61158 3.86785
C 2.11664 -0.60188 -3.63067
H 3.06130 -2.04786 -4.98074
O 2.23755 0.99009 2.07433
C 2.37215 -1.20777 -5.01705
C -4.58177 0.65754 2.38508
C -5.74265 0.62958 3.13753
Te -2.75924 1.22193 -1.40892
O -1.96953 0.63261 1.20775
O -2.35764 -1.50491 0.77461
H -1.48445 -1.33302 -3.88824
H -5.45769 -2.49321 4.43334
*
```